1.
A 3-piece molecular cluster, C16H37N5O4P overall in a non-equilibrium geometry. Source: the OMol25 dataset; level of theory: ωB97M-V/def2-TZVPD.

ORCA input file:
```
! wB97M-V def2-TZVPD RIJCOSX def2/J DEFGRID3
* xyz 1 1
N 0.351 -0.655 1.133
P -0.128 -0.883 -0.428
N 1.373 -1.480 -1.278
C 1.964 -0.560 -2.233
C 3.315 -0.871 -3.050
C 3.874 -2.336 -2.617
C 2.948 -3.103 -1.563
N 1.713 -2.711 -0.883
H 0.233 0.360 1.368
H -0.543 0.422 -0.942
H -1.208 -1.863 -0.530
H 1.440 0.482 -2.438
H 3.842 -0.150 -3.799
H 4.853 -2.818 -3.033
H 3.329 -4.197 -1.267
C -1.129 -5.159 7.960
O -0.714 -3.801 7.910
C 0.549 -3.633 7.255
C 0.365 -2.835 5.953
N -0.344 -3.631 4.943
C -0.760 -2.852 3.774
C -1.829 -1.763 4.000
O -3.111 -2.281 4.367
C -3.286 -2.486 5.761
H -2.048 -5.214 8.552
H -1.342 -5.539 6.957
H -0.369 -5.783 8.442
H 1.055 -4.589 7.070
H 1.182 -3.051 7.933
H 1.348 -2.549 5.563
H -0.191 -1.924 6.194
H -1.172 -4.042 5.369
H -1.162 -3.571 3.049
H 0.123 -2.400 3.311
H -1.979 -1.254 3.042
H -1.501 -0.989 4.702
H -2.718 -1.770 6.364
H -3.015 -3.512 6.026
H -4.349 -2.359 5.990
C 1.744 6.251 -5.450
O 0.342 6.093 -5.615
C 0.005 5.312 -6.767
C -0.662 3.996 -6.335
N 0.308 3.100 -5.693
C -0.310 1.939 -5.048
C -1.214 2.210 -3.828
O -0.511 2.725 -2.693
C -0.371 4.137 -2.677
H 1.916 6.930 -4.609
H 2.221 5.293 -5.221
H 2.196 6.688 -6.347
H 0.871 5.128 -7.415
H -0.720 5.897 -7.344
H -1.085 3.499 -7.215
H -1.480 4.243 -5.650
H 0.825 3.623 -4.990
H 0.513 1.292 -4.717
H -0.874 1.370 -5.795
H -1.625 1.247 -3.509
H -2.077 2.839 -4.074
H -1.212 4.646 -3.160
H 0.574 4.426 -3.145
H -0.330 4.461 -1.631
*
```

## Properties
**E**: -1547.31731 hartree

Results of the Löwdin charge analysis, in e, for atoms 1 through 8: number 1, N, carries -0.2817; number 2, P, carries 0.8161; number 3, N, carries -0.3005; number 4, C, carries 0.0087; number 5, C, carries 0.0758; number 6, C, carries 0.0610; number 7, C, carries -0.0092; number 8, N, carries 0.0757

=====

2.
A 3-piece molecular cluster, C17H35N2O9S2 overall in a non-equilibrium geometry. Source: the OMol25 dataset; level of theory: ωB97M-V/def2-TZVPD.

ORCA input file:
```
! wB97M-V def2-TZVPD RIJCOSX def2/J DEFGRID3
* xyz -1 1
C 3.738 -5.589 -1.481
C 3.570 -4.437 -1.808
C 3.363 -3.016 -2.172
C 2.077 -2.853 -2.999
C 0.823 -3.412 -2.317
C 0.023 -2.360 -1.490
C -1.482 -2.410 -1.751
C -2.212 -1.438 -0.811
N -3.178 -0.631 -1.581
N 4.482 -2.615 -3.042
C 5.597 -2.045 -2.373
O 5.480 -0.620 -2.279
C 6.552 -0.143 -1.507
C 3.231 -2.172 -0.857
O 2.630 -1.084 -0.850
O 3.806 -2.651 0.118
H 4.084 -6.479 -1.031
H 2.197 -3.342 -3.972
H 1.939 -1.788 -3.197
H 0.130 -3.775 -3.086
H 1.029 -4.268 -1.673
H 0.229 -2.565 -0.438
H 0.433 -1.387 -1.750
H -1.648 -2.069 -2.780
H -1.880 -3.425 -1.701
H -2.693 -1.969 0.011
H -1.473 -0.748 -0.381
H -2.666 -0.239 -2.362
H -3.511 0.146 -1.024
H 4.181 -2.062 -3.829
H 5.809 -2.514 -1.412
H 6.488 -2.215 -3.010
H 7.495 -0.271 -2.060
H 6.602 -0.659 -0.542
H 6.417 0.918 -1.300
O -2.718 2.030 3.458
S -2.941 0.624 3.293
O -3.739 0.123 2.218
O -3.492 0.024 4.669
C -4.674 0.614 5.234
C -5.932 0.227 4.479
C -1.389 -0.206 3.273
H -4.562 1.699 5.286
H -4.736 0.245 6.257
H -5.929 0.635 3.470
H -6.817 0.607 4.993
H -6.007 -0.857 4.390
H -0.788 0.145 4.108
H -0.905 0.036 2.329
H -1.563 -1.277 3.338
O -2.625 5.925 -0.590
S -1.650 4.905 -0.838
O -2.016 3.525 -0.836
O -0.416 5.126 0.141
C -0.671 5.176 1.560
C -0.970 3.807 2.139
C -0.803 5.258 -2.342
H -1.477 5.882 1.770
H 0.235 5.576 2.015
H -1.899 3.410 1.748
H -1.058 3.858 3.222
H -0.178 3.104 1.874
H -0.495 6.300 -2.340
H -1.501 5.071 -3.155
H 0.054 4.594 -2.424
*
```

## Properties
**ΔE to the lowest compared entry with this formula, charge and spin**: 1.639 eV
**E**: -2251.73668 hartree

Results of the Löwdin charge analysis, in e, for atoms 1 through 8: number 1, C, carries 0.1051; number 2, C, carries -0.0700; number 3, C, carries -0.4011; number 4, C, carries -0.1466; number 5, C, carries -0.1771; number 6, C, carries -0.2167; number 7, C, carries -0.2146; number 8, C, carries -0.2932

=====

3.
A 2-piece molecular cluster, C2H8N2 overall. Source: the OMol25 dataset; level of theory: ωB97M-V/def2-TZVPD.

ORCA input file:
```
! wB97M-V def2-TZVPD RIJCOSX def2/J DEFGRID3
* xyz -1 2
N -2.603 -0.378 0.259
H -3.009 0.046 1.093
H -2.971 -1.327 0.181
H -2.784 0.186 -0.569
C 2.330 -0.536 -0.532
C 1.530 0.505 -0.280
N 0.441 0.605 0.530
H 2.252 -1.525 -0.096
H 3.136 -0.359 -1.232
H 1.736 1.408 -0.847
H -0.177 -0.160 0.758
H 0.120 1.535 0.734
*
```

## Properties
**ΔE to the lowest compared entry with this formula, charge and spin**: 0.296 eV
**E**: -190.43468 hartree

Results of the Löwdin charge analysis, in e, for atoms 1 through 8: number 1, N, carries -0.3240; number 2, H, carries -0.1133; number 3, H, carries -0.1040; number 4, H, carries -0.1070; number 5, C, carries -0.0949; number 6, C, carries -0.4247; number 7, N, carries 0.0164; number 8, H, carries 0.0233

=====

4.
C17H23Br39Cl2N3 as an isolated structure in a non-equilibrium geometry. Source: the OMol25 dataset; level of theory: ωB97M-V/def2-TZVPD.

ORCA input file:
```
! wB97M-V def2-TZVPD RIJCOSX def2/J DEFGRID3
* xyz 1 1
C 0.755 1.296 -0.661
C 2.037 1.902 0.059
Cl 3.297 2.621 -1.075
C 2.231 1.901 1.464
Cl 0.960 1.125 2.536
N 3.431 2.465 2.142
N 3.108 3.480 3.107
C 4.212 1.403 2.893
N 5.430 0.917 2.206
H 0.207 2.120 -1.242
H 0.079 0.698 0.020
H 1.144 0.561 -1.456
H 4.092 2.934 1.486
H 2.090 3.624 3.157
H 3.486 4.379 2.749
H 3.607 0.494 3.199
H 4.566 1.891 3.872
H 5.305 -0.027 1.815
H 5.725 1.518 1.427
C -1.595 -1.075 -2.564
Br -0.624 -1.923 -1.113
Br -3.038 -2.192 -3.210
Br -2.236 0.693 -2.085
H -0.892 -0.948 -3.385
C -6.755 -1.367 -1.731
Br -5.774 -2.187 -0.274
Br -8.160 -2.525 -2.397
Br -7.433 0.385 -1.248
H -6.050 -1.221 -2.548
C -7.585 -1.161 -6.669
Br -6.753 0.236 -5.613
Br -6.743 -2.883 -6.373
Br -9.500 -1.239 -6.383
H -7.429 -0.906 -7.716
C -4.162 -4.393 -8.788
Br -2.679 -3.244 -8.297
Br -4.576 -4.268 -10.678
Br -3.863 -6.229 -8.237
H -5.035 -4.033 -8.247
C -3.581 -6.280 -3.605
Br -3.810 -6.728 -1.733
Br -4.969 -5.076 -4.230
Br -1.806 -5.592 -3.969
H -3.685 -7.204 -4.169
C 8.614 -0.452 -0.126
Br 8.373 -0.892 1.745
Br 7.193 0.697 -0.778
Br 10.366 0.299 -0.471
H 8.551 -1.384 -0.684
C 3.483 -0.054 6.998
Br 3.148 -1.686 6.005
Br 5.325 0.526 6.830
Br 2.235 1.351 6.520
H 3.315 -0.282 8.049
C -4.876 3.714 -4.202
Br -3.624 2.905 -5.443
Br -6.484 4.324 -5.095
Br -5.282 2.534 -2.717
H -4.389 4.594 -3.787
C -1.378 3.017 8.119
Br 0.057 4.223 8.613
Br -1.754 3.088 6.217
Br -1.037 1.206 8.719
H -2.274 3.360 8.633
C 4.424 3.871 -4.819
Br 5.403 3.044 -3.362
Br 3.010 2.722 -5.478
Br 3.760 5.626 -4.333
H 5.129 4.012 -5.636
C -10.242 -3.496 0.833
Br -9.493 -2.053 1.888
Br -9.334 -5.177 1.166
Br -12.158 -3.650 1.080
H -10.074 -3.246 -0.213
C 8.477 -4.570 3.991
Br 7.107 -3.317 4.554
Br 7.819 -5.797 2.642
Br 10.087 -3.659 3.413
H 8.743 -5.166 4.861
C 4.206 5.263 6.814
Br 5.456 4.443 5.580
Br 2.599 5.868 5.912
Br 3.798 4.099 8.307
H 4.694 6.146 7.222
*
```

## Properties
**E**: -102132.28367 hartree

Results of the Löwdin charge analysis, in e, for atoms 1 through 8: number 1, C, carries -0.1851; number 2, C, carries -0.5318; number 3, Cl, carries 0.5690; number 4, C, carries -0.5459; number 5, Cl, carries 0.6821; number 6, N, carries -0.1585; number 7, N, carries 0.0855; number 8, C, carries -0.2071

=====

5.
C7H14CrO4 as an isolated structure in a non-equilibrium geometry. Source: the OMol25 dataset; level of theory: ωB97M-V/def2-TZVPD.

ORCA input file:
```
! wB97M-V def2-TZVPD RIJCOSX def2/J DEFGRID3
* xyz 0 5
C 1.172 3.244 -0.526
O 2.209 2.739 0.255
C -0.108 2.404 -0.456
O 0.177 1.067 -0.828
C -0.154 0.011 0.128
C 0.592 -1.242 -0.230
O 2.018 -1.071 -0.004
C 2.819 -2.212 -0.241
Cr 2.099 0.861 0.495
H 1.473 3.306 -1.593
H 0.892 4.270 -0.215
H -0.862 2.800 -1.156
H -0.524 2.460 0.567
H 0.475 -1.513 -1.293
H 0.268 -2.078 0.406
H 3.850 -1.950 0.015
H 2.478 -3.048 0.388
H 2.757 -2.498 -1.300
H -0.675 0.046 1.097
C -3.334 -1.205 1.256
O -3.086 -0.174 0.301
C -2.168 -0.371 -0.664
H -4.414 -1.402 1.269
H -2.782 -2.122 0.988
H -3.010 -0.863 2.250
H -2.162 -1.459 -0.910
*
```

## Properties
**E**: -1620.26884 hartree

Results of the Löwdin charge analysis, in e, for atoms 1 through 8: number 1, C, carries -0.3416; number 2, O, carries -0.3801; number 3, C, carries -0.2135; number 4, O, carries -0.2123; number 5, C, carries -0.2547; number 6, C, carries -0.2133; number 7, O, carries -0.3648; number 8, C, carries -0.0690

=====

Question: Look up the E of the second one.
Answer: -2251.73668 hartree

=====

Question: Number 2 is which compound?
Answer: C17H35N2O9S2

=====

Question: What is the formula in the third record?
Answer: C2H8N2